(1)
C34H38BBrMnN4O2SSi as an isolated structure, computed with the ωB97M-V functional and the def2-TZVPD basis.

```
83
Properties=species:S:1:pos:R:3:forces:R:3
Mn -0.97195 -0.01912 -2.39095 -0.149 -0.122 -0.105
Br 1.96728 -1.07859 -0.02184 -0.013 0.021 0.008
C 2.74161 0.29654 -1.08031 -0.001 0.019 0.005
C 3.87369 -0.00845 -1.77677 0.001 -0.005 -0.004
C 4.42747 0.93406 -2.66574 -0.002 -0.005 -0.008
C 3.79597 2.12214 -2.87934 0.004 0.001 0.006
C 2.61789 2.45201 -2.16814 -0.010 -0.008 -0.009
C 1.93486 3.66603 -2.42873 0.001 0.006 0.005
C 0.80186 3.99470 -1.74997 -0.003 -0.007 -0.010
C 0.34173 3.14866 -0.72118 0.008 0.009 0.012
C 0.97499 1.96694 -0.41142 0.000 -0.016 -0.011
C 2.09951 1.56020 -1.19477 -0.012 -0.004 -0.001
H 4.32931 -0.98252 -1.66353 0.000 0.000 0.000
H 5.32944 0.68345 -3.20821 0.001 -0.001 0.000
H 4.17828 2.82934 -3.60494 0.000 0.002 0.001
H 2.32333 4.31795 -3.20162 0.003 0.001 0.000
H 0.26541 4.90518 -1.98111 -0.003 -0.002 -0.001
H -0.51501 3.46058 -0.13257 -0.002 -0.001 0.000
C -2.55139 -1.92767 0.67479 0.002 -0.017 -0.003
C -1.84848 -2.61755 -0.45391 0.016 0.002 0.011
C -1.80618 -3.99626 -0.51112 0.009 0.002 0.008
C -1.14258 -4.60528 -1.57812 0.001 0.001 -0.002
C -0.50686 -3.84758 -2.52657 0.006 0.004 0.009
C -0.52659 -2.44155 -2.38987 0.037 0.024 0.017
N -1.24582 -1.85938 -1.38315 0.016 0.053 -0.014
N 0.07738 -1.51340 -3.14969 -0.040 0.014 0.036
Si 0.93050 -1.74254 -4.64714 -0.002 0.014 -0.008
C 2.09575 -3.21935 -4.58461 0.007 0.001 0.010
C 1.99472 -0.23887 -4.97685 0.006 -0.001 -0.002
C -0.30291 -1.98221 -6.03517 -0.004 0.003 0.000
H -2.44659 -2.50582 1.59274 -0.005 0.000 -0.003
H -3.61868 -1.82911 0.46658 0.003 0.011 -0.005
H -2.12876 -0.93988 0.82739 0.008 0.004 -0.002
H -2.28067 -4.58176 0.26347 0.000 0.000 0.001
H -1.12034 -5.68606 -1.65157 0.000 0.000 0.000
H 0.01873 -4.30226 -3.35099 0.007 -0.004 -0.005
H 2.60908 -3.26335 -3.62023 0.004 -0.006 -0.002
H 2.85717 -3.09590 -5.35956 0.000 0.001 0.002
H 1.61426 -4.18243 -4.75745 -0.012 -0.001 -0.004
H 3.03954 -0.45958 -4.75045 -0.001 0.002 0.000
H 1.70610 0.62265 -4.37470 -0.001 -0.006 0.005
H 1.93609 0.05266 -6.02830 0.001 0.005 0.002
H -0.96116 -2.83204 -5.83737 0.002 -0.003 0.003
H 0.19627 -2.15774 -6.99139 0.002 -0.001 0.001
H -0.92670 -1.09077 -6.13641 -0.001 -0.003 -0.003
C 1.59018 -1.33894 6.68494 0.001 0.002 -0.001
C 0.50645 -0.25179 6.70140 0.000 0.001 -0.002
C 1.06727 1.01594 7.36067 0.000 -0.001 0.000
C -0.66199 -0.75388 7.54951 0.000 -0.002 0.000
C 0.08886 0.06457 5.26427 -0.002 0.007 0.000
C -1.21602 -0.11536 4.80909 0.004 -0.001 0.007
C -1.60036 0.16267 3.49448 -0.006 0.009 0.007
C -0.62528 0.62827 2.65088 0.002 0.016 0.005
O -0.71272 0.97487 1.31840 -0.022 -0.049 -0.020
B 0.58168 1.33725 0.95283 0.007 0.043 0.009
O 1.43524 1.30321 2.05144 0.004 -0.030 -0.002
C 0.67523 0.82066 3.08696 0.002 0.002 -0.002
C 1.05953 0.54912 4.37521 0.006 -0.009 -0.002
H 1.90094 -1.57603 7.70473 0.001 -0.001 0.001
H 2.47339 -1.01858 6.13126 0.000 0.000 0.000
H 1.21461 -2.25186 6.21917 0.000 0.000 0.001
H 1.37088 0.80233 8.38775 0.000 0.000 0.000
H 0.31431 1.80586 7.38259 0.000 0.000 0.000
H 1.93882 1.39679 6.82734 -0.001 0.000 0.000
H -0.30979 -0.96078 8.56136 0.000 0.000 0.001
H -1.08372 -1.67797 7.15007 0.000 0.000 0.000
H -1.45839 -0.01080 7.62041 -0.001 0.000 0.000
H -1.97214 -0.48502 5.48589 0.000 -0.002 0.000
H -2.61916 0.01434 3.16235 0.001 0.001 0.005
H 2.08580 0.70778 4.67773 0.000 0.001 0.001
C -3.80201 1.13444 -0.13599 -0.008 -0.007 -0.002
C -3.34217 2.01172 -1.24936 0.012 0.002 0.013
C -3.90682 3.25918 -1.47494 0.001 0.005 0.002
C -3.41692 3.99758 -2.53837 -0.002 0.003 0.008
N -2.45989 3.56611 -3.34833 0.011 0.002 0.005
C -1.96551 2.35804 -3.07972 0.022 0.024 0.018
S -0.72786 1.61455 -4.01659 0.038 0.018 0.005
N -2.36069 1.57160 -2.04118 0.046 -0.025 0.005
H -4.05196 0.14852 -0.52484 0.004 0.000 0.001
H -4.67343 1.55859 0.35904 -0.002 0.000 -0.002
H -2.99787 1.01453 0.58854 -0.001 0.008 -0.007
H -4.69969 3.63274 -0.84408 0.000 -0.002 0.001
H -3.81640 4.98372 -2.75411 0.000 -0.002 -0.002
```
Forces are in eV/Å.

- ΔE to the lowest compared entry with this formula, charge and spin: 0.0 kJ/mol
- Energy: -6125.71246 a.u.
- LUMO energy (spin up / spin down): 0.17 / 0.14 eV
- Spin multiplicity: 4
- Maximum force: 0.22 eV Å⁻¹

***

(2)
C34H38BLuN6O2PS2 as an isolated structure in a non-equilibrium geometry, computed with the ωB97M-V functional and the def2-TZVPD basis.

```
85
Properties=species:S:1:pos:R:3:forces:R:3
Lu 0.04770 0.05549 0.08064 0.843 1.466 0.733
C -0.57267 5.17788 2.32121 -0.017 -0.087 -0.026
C 0.27389 4.02799 1.87558 0.088 -0.226 -0.107
C 1.63726 3.90926 1.89155 -0.012 0.052 -0.012
C 1.93875 2.62241 1.37485 0.030 -0.035 0.046
N 0.78050 1.98294 1.05100 -0.321 0.120 -0.015
N -0.25190 2.86647 1.36854 -0.187 0.172 0.029
B -1.73063 2.50893 1.22974 0.370 0.142 0.131
N -2.03262 1.24326 2.07809 0.064 -0.279 0.074
N -1.17064 0.18247 2.01675 -0.738 -0.140 0.233
C -1.57576 -0.70594 2.93985 -0.003 0.301 -0.046
C -2.72125 -0.21406 3.58573 0.052 -0.214 0.162
C -2.97908 1.01720 3.01557 0.180 0.061 -0.159
C -4.07572 1.98752 3.31712 0.048 -0.020 -0.024
C -0.77467 -1.90117 3.21969 0.061 -0.066 0.024
C 0.48994 -2.05439 2.65220 -0.173 -0.173 0.077
C 1.31140 -3.11914 2.98064 0.016 -0.004 -0.071
C 0.86801 -4.08338 3.87042 -0.137 -0.057 0.086
C -0.40387 -3.96407 4.42779 0.075 0.025 -0.044
C -1.21116 -2.88111 4.11361 -0.017 -0.024 -0.022
N -2.04526 2.18791 -0.27780 0.245 -0.189 0.023
N -1.06701 1.66280 -1.07405 -0.404 0.031 -0.543
C -1.55840 1.63006 -2.32461 0.155 0.110 0.028
C -2.87069 2.09111 -2.31838 -0.216 0.136 -0.255
C -3.14175 2.43729 -1.00436 -0.074 0.034 0.030
C -4.39994 2.98208 -0.41629 -0.041 -0.002 -0.001
C -0.72845 1.25630 -3.48776 -0.224 0.002 0.120
C 0.65982 1.26983 -3.42305 0.098 -0.024 -0.112
C 1.42594 0.94285 -4.53440 0.011 -0.014 -0.006
C 0.80978 0.61974 -5.73507 0.013 -0.002 -0.009
C -0.57875 0.61990 -5.81492 -0.013 0.043 0.041
C -1.33923 0.93733 -4.69942 -0.126 -0.132 -0.100
C 3.20444 1.98121 1.19001 -0.170 -0.032 0.087
C 3.28612 0.59879 0.92723 0.230 0.209 -0.277
C 4.50888 -0.03138 0.71112 -0.064 0.075 0.008
C 5.68153 0.69879 0.75639 0.087 0.029 -0.003
C 5.62146 2.07692 1.02632 -0.108 0.017 0.017
C 4.41072 2.70334 1.23834 0.333 -0.040 -0.008
H 0.07537 5.98698 2.65769 -0.031 -0.033 -0.012
H -1.23436 4.89996 3.14936 0.088 0.013 -0.096
H -1.20448 5.55621 1.51049 0.085 -0.057 0.078
H 2.33506 4.65111 2.25728 -0.111 -0.138 -0.075
H -2.41643 3.42278 1.60258 0.044 -0.200 -0.095
H -3.27675 -0.67469 4.39136 0.098 0.075 -0.131
H -4.60699 1.66440 4.20997 -0.014 -0.003 0.004
H -4.79648 2.04751 2.49712 0.074 -0.015 0.047
H -3.68826 2.99288 3.48903 0.011 -0.061 0.003
H 0.87602 -1.30946 1.97277 0.237 0.211 0.047
H 2.30225 -3.18666 2.54528 -0.061 0.022 -0.004
H 1.50486 -4.92309 4.12833 -0.072 0.073 -0.004
H -0.76203 -4.71584 5.12152 0.011 0.041 -0.034
H -2.19259 -2.79221 4.56567 0.056 -0.014 -0.018
H -3.53558 2.20843 -3.16284 0.110 0.022 0.132
H -4.97851 3.49219 -1.18566 0.005 -0.024 0.023
H -4.19253 3.68350 0.39194 -0.001 -0.033 -0.063
H -5.01688 2.17401 -0.01115 0.057 0.058 -0.029
H 1.15204 1.56871 -2.51104 0.086 0.039 0.214
H 2.50867 0.95179 -4.46080 -0.108 0.010 0.005
H 1.40769 0.37240 -6.60676 -0.063 0.022 0.089
H -1.06974 0.37213 -6.74875 0.012 0.012 0.037
H -2.42313 0.91920 -4.76078 0.108 -0.003 -0.021
H 2.40256 -0.01527 0.95263 -0.320 -0.231 0.141
H 4.53745 -1.09858 0.51288 -0.031 0.067 0.008
H 6.63483 0.21185 0.58454 -0.056 0.061 0.016
H 6.53581 2.65911 1.06269 -0.044 -0.038 -0.007
H 4.38541 3.77224 1.42450 -0.005 -0.086 0.000
C 1.31606 -5.77129 0.41410 -0.004 -0.082 0.119
C 1.00786 -4.93841 -0.80113 -0.239 0.035 0.059
O 0.04572 -3.92049 -0.41842 0.092 0.011 -0.033
P -0.14896 -2.62709 -1.32199 -0.024 -1.006 -0.222
S -1.78511 -1.69760 -0.70717 0.110 -0.090 -0.039
S 1.55471 -1.55277 -1.35400 -0.237 -0.114 0.058
O -0.37890 -3.32649 -2.72911 -0.042 0.073 -0.302
C -0.54450 -2.56025 -3.94809 0.216 -0.014 0.061
C 0.63454 -2.81896 -4.85532 0.027 -0.039 -0.074
H 1.95176 -6.61134 0.12375 -0.035 0.037 0.037
H 0.39565 -6.16142 0.85563 0.088 0.021 -0.051
H 1.83591 -5.18317 1.17021 -0.032 -0.033 -0.041
H 0.55816 -5.53840 -1.59050 -0.037 0.008 -0.049
H 1.90523 -4.46642 -1.19547 0.099 0.138 -0.034
H -0.64372 -1.50084 -3.71443 0.028 0.054 0.052
H -1.47394 -2.89395 -4.40117 -0.112 -0.061 0.034
H 1.55511 -2.44324 -4.40586 -0.039 -0.006 -0.017
H 0.48311 -2.31254 -5.81183 0.019 -0.043 0.079
H 0.74135 -3.89035 -5.03892 0.001 0.057 0.001
```
Forces are in eV/Å.

- ΔE to the lowest compared entry with this formula, charge and spin: 19.2 kJ/mol
- Energy: -4195.83670 a.u.
- LUMO energy (spin up / spin down): 0.53 / 0.55 eV
- Spin multiplicity: 2
- Maximum force: 1.84 eV Å⁻¹

***

(3)
A 3-piece molecular cluster, C34H38BrF17N5O4 overall in a non-equilibrium geometry, computed with the ωB97M-V functional and the def2-TZVPD basis.

```
99
Properties=species:S:1:pos:R:3:forces:R:3
C -3.10252 1.55703 3.77515 0.183 -0.539 -0.648
C -2.22956 1.06505 2.52150 0.541 0.122 -0.044
C -3.08419 0.41800 1.33681 0.183 -0.642 0.947
C -2.23912 -0.63587 0.43236 -1.520 -0.258 -0.116
C -2.13632 -0.18773 -1.10543 -2.024 0.465 0.629
N -0.81646 0.33406 -1.54524 0.391 1.338 1.907
C -0.49727 1.64694 -1.02237 0.566 0.100 0.178
N -1.05150 2.68670 -1.65553 0.026 -0.424 0.324
C -0.86647 4.11289 -1.29814 -0.123 1.004 0.182
C 0.51455 4.74990 -1.76323 0.173 0.364 0.255
C 0.80031 4.66008 -3.32147 -1.221 1.022 -0.331
F -0.31215 4.14401 -4.05787 1.898 0.707 1.589
F 0.94957 5.99131 -3.80467 0.244 -2.782 0.653
C 2.03599 3.72374 -3.71567 -1.224 0.015 -2.537
F 1.98749 3.61361 -5.13182 0.166 0.052 2.870
F 1.79177 2.43067 -3.22647 0.669 2.207 -0.297
C 3.47199 4.31862 -3.35403 0.975 1.898 -0.591
F 3.40725 5.45458 -2.50120 -0.443 -2.482 -1.385
F 4.01789 4.82300 -4.55781 -0.758 -1.408 2.708
C 4.46336 3.30010 -2.62330 0.619 1.274 1.732
F 5.59123 4.07282 -2.24837 -2.033 -1.925 -1.155
F 3.88715 2.89732 -1.38559 0.711 0.797 -2.536
C 4.85904 2.00405 -3.46184 -1.020 -1.788 -0.944
F 4.37093 2.02161 -4.79010 0.885 0.588 2.765
F 4.19851 0.89931 -2.85702 1.600 2.020 -1.051
C 6.42082 1.70503 -3.57106 0.805 -0.315 -1.918
F 6.55017 0.56761 -4.40298 -0.411 1.937 1.806
F 7.08190 2.74095 -4.26993 -1.746 -1.984 1.660
C 7.16718 1.42482 -2.18817 1.746 1.562 1.066
F 8.05830 2.51440 -1.99575 -1.716 -2.145 -0.315
F 6.33943 1.40727 -1.06486 1.054 -0.223 -2.326
C 8.10165 0.12018 -2.18742 1.403 -0.732 1.576
F 8.80227 0.13021 -0.96037 -1.602 -0.020 -2.527
F 7.34128 -1.04068 -2.19911 1.618 2.301 -0.493
F 9.08060 0.16882 -3.17420 -2.616 -0.326 1.780
N 0.37989 1.94222 0.08240 -0.981 -2.080 -2.786
C 0.92103 0.73546 0.76447 1.593 -0.875 1.017
C 1.25230 -0.49644 -0.18575 -0.283 -0.523 0.289
C 0.31140 -0.63091 -1.47159 1.716 -0.824 -0.299
C -0.07817 -2.17316 -1.61814 0.132 0.164 -1.074
C 1.18657 -2.89753 -2.32177 -0.986 -0.416 -0.244
C 1.19786 -4.44276 -1.93577 -0.484 0.645 -1.257
Br 2.07598 -4.67251 -0.16257 -0.499 -0.065 -0.972
H -2.53108 1.30193 4.72995 -0.901 0.577 -1.227
H -4.07431 0.95586 3.74740 1.311 1.064 0.292
H -3.31111 2.66931 3.70985 0.133 -1.395 0.232
H -1.46183 0.31788 2.94117 -1.194 0.786 -0.791
H -1.59349 1.91288 2.07559 -0.855 -1.023 0.803
H -3.57819 1.23305 0.71998 0.731 -0.925 0.547
H -3.94551 -0.16137 1.84024 2.155 1.234 -1.145
H -2.88512 -1.58851 0.43507 1.097 1.228 -0.057
H -1.25526 -0.93328 0.90919 -1.077 0.537 -0.696
H -2.88126 0.68238 -1.22029 1.071 -1.261 0.073
H -2.56600 -1.00728 -1.78203 1.232 1.233 0.766
H -1.67821 2.47570 -2.44918 0.792 0.059 0.620
H -1.69948 4.70145 -1.81513 1.140 -0.960 0.796
H -0.96913 4.26116 -0.16420 0.164 -0.366 -1.663
H 0.46259 5.86599 -1.49786 0.067 -1.630 -0.518
H 1.42706 4.36294 -1.18191 -1.378 0.370 -0.899
H 1.16220 2.55308 -0.17841 -0.742 0.043 0.099
H 0.28663 0.37715 1.64410 0.553 0.966 -1.535
H 1.91531 1.05236 1.24015 -1.639 -0.361 -0.621
H 1.11040 -1.44261 0.44673 0.345 1.410 -0.916
H 2.34150 -0.49388 -0.52090 -1.426 0.171 0.489
H 0.98785 -0.40012 -2.37456 -1.167 -0.208 1.162
H -0.37239 -2.64392 -0.62925 0.578 0.629 -1.049
H -0.95525 -2.35439 -2.33784 1.215 0.484 1.068
H 0.97584 -2.83208 -3.45001 0.474 -0.103 1.549
H 2.16738 -2.35913 -2.13104 -1.170 -0.889 -0.016
H 0.11611 -4.78584 -1.87799 1.443 0.296 0.278
H 1.69235 -5.08520 -2.74403 -0.324 0.939 1.532
C -8.90259 -3.58484 1.14006 0.021 0.021 0.003
C -7.82730 -3.99055 1.92452 -0.043 0.212 -0.098
C -6.84570 -3.07586 2.28665 0.087 -0.074 0.077
C -6.95406 -1.75419 1.86024 -0.492 -0.562 -0.234
C -8.02355 -1.34284 1.06871 -0.051 0.131 -0.064
C -8.99898 -2.26518 0.70915 0.177 -0.110 0.135
N -5.93644 -0.78188 2.25986 -0.298 -0.028 0.254
O -4.99771 -1.18326 2.94247 -0.795 -0.021 -0.071
O -6.07933 0.37380 1.89673 0.070 -0.418 0.241
H -9.67015 -4.30061 0.86393 0.085 0.077 0.027
H -7.75651 -5.02041 2.25634 0.031 0.124 -0.013
H -6.01306 -3.40374 2.89809 -0.048 0.223 -0.061
H -8.11128 -0.31708 0.72974 0.158 -0.085 0.152
H -9.83756 -1.95526 0.09573 0.108 0.013 0.069
C 0.60880 -4.78449 5.23897 0.010 0.036 -0.021
C 0.32614 -3.62681 5.95781 0.098 -0.024 -0.220
C 0.66059 -2.38359 5.43464 -0.067 0.109 0.099
C 1.27491 -2.31184 4.18647 -0.201 -0.717 0.286
C 1.56754 -3.46646 3.46497 0.055 -0.024 -0.134
C 1.23196 -4.70553 3.99716 -0.082 0.167 0.144
N 1.60627 -1.00465 3.61984 0.079 0.240 0.198
O 1.35307 -0.01378 4.28470 0.086 -0.301 -0.394
O 2.11471 -0.97616 2.50671 0.034 -0.168 0.554
H 0.34115 -5.75329 5.64830 0.043 0.104 -0.037
H -0.15817 -3.69431 6.92557 0.064 0.058 -0.100
H 0.43541 -1.48910 6.00373 0.100 -0.007 -0.209
H 2.04981 -3.41747 2.49539 -0.062 0.187 0.144
H 1.45253 -5.61095 3.44263 0.001 0.125 0.017
```
Forces are in eV/Å.

- Charge: +1
- Energy: -6164.30607 a.u.
- LUMO energy: -2.82 eV
- Maximum force: 3.61 eV Å⁻¹